Record 1
# C26H72N7P

A 5-piece molecular cluster, C26H72N7P overall (ωB97M-V/def2-TZVPD, the OMol25 dataset).

Element x y z (Å)
N -4.333 -0.637 -2.815
C -4.818 -0.038 -4.045
N -3.797 -0.382 -5.053
N -4.840 1.429 -3.965
C -6.187 -0.643 -4.401
P -7.670 -0.225 -3.251
H -3.326 -0.521 -2.785
H -4.732 -0.200 -1.992
H -3.748 -1.400 -5.063
H -4.157 -0.131 -5.969
H -5.469 1.821 -4.658
H -5.166 1.737 -3.058
H -6.438 -0.378 -5.432
H -6.070 -1.727 -4.350
H -6.868 0.654 -2.462
H -8.472 0.138 -4.377
H -7.770 -1.563 -2.803
H -8.799 0.124 -2.382
C 1.948 -2.376 -1.685
C 1.162 -1.804 -2.853
N 0.322 -0.685 -2.467
C -0.635 -0.298 -3.491
C -0.104 0.265 -4.812
C 0.998 0.404 -1.783
C 2.174 1.086 -2.496
H 1.282 -2.648 -0.865
H 2.484 -3.273 -2.000
H 2.690 -1.670 -1.309
H 0.503 -2.582 -3.249
H 1.865 -1.554 -3.664
H -1.327 0.427 -3.054
H -1.238 -1.183 -3.717
H 0.260 1.287 -4.704
H -0.915 0.284 -5.541
H 0.702 -0.345 -5.221
H 1.355 0.028 -0.821
H 0.242 1.153 -1.534
H 2.853 0.360 -2.945
H 2.751 1.670 -1.775
H 1.844 1.769 -3.278
C -6.211 -1.890 0.117
C -5.701 -2.961 1.069
N -4.287 -3.238 0.901
C -3.846 -4.434 1.596
C -3.901 -4.443 3.128
C -3.402 -2.089 0.981
C -3.433 -1.244 2.262
H -5.971 -2.145 -0.917
H -7.295 -1.801 0.209
H -5.787 -0.909 0.340
H -6.237 -3.892 0.865
H -5.966 -2.672 2.099
H -2.823 -4.650 1.274
H -4.455 -5.264 1.224
H -3.114 -3.833 3.571
H -3.765 -5.462 3.495
H -4.861 -4.087 3.504
H -3.623 -1.437 0.132
H -2.384 -2.446 0.806
H -4.454 -1.039 2.589
H -2.951 -0.282 2.078
H -2.903 -1.721 3.085
C 6.172 -2.620 4.237
C 5.240 -1.482 3.852
N 4.946 -1.444 2.432
C 4.298 -0.219 1.998
C 2.893 0.091 2.530
C 4.402 -2.664 1.863
C 3.103 -3.225 2.456
H 7.088 -2.586 3.646
H 6.440 -2.535 5.291
H 5.708 -3.596 4.097
H 5.725 -0.534 4.104
H 4.333 -1.540 4.475
H 4.268 -0.230 0.905
H 4.960 0.611 2.268
H 2.130 -0.539 2.075
H 2.637 1.127 2.294
H 2.831 -0.022 3.613
H 5.168 -3.442 1.916
H 4.256 -2.482 0.795
H 3.112 -3.244 3.547
H 2.963 -4.254 2.118
H 2.230 -2.659 2.132
C 3.441 4.748 4.036
C 3.959 4.250 2.696
N 3.127 4.645 1.575
C 3.436 3.931 0.348
C 4.813 4.145 -0.290
C 2.885 6.071 1.442
C 4.101 6.997 1.307
H 2.404 4.443 4.187
H 4.043 4.327 4.842
H 3.496 5.834 4.122
H 3.970 3.156 2.715
H 5.010 4.565 2.583
H 2.660 4.172 -0.384
H 3.319 2.863 0.563
H 4.893 5.115 -0.778
H 4.985 3.383 -1.054
H 5.619 4.061 0.440
H 2.302 6.394 2.308
H 2.224 6.213 0.583
H 4.884 6.746 2.025
H 3.801 8.029 1.502
H 4.535 6.968 0.309

Frontier orbital gap   8.61 eV
SMILES   NC(N)(N)C[PH4].CCN(CC)CC.CCN(CC)CC.CCN(CC)CC.CCN(CC)CC
Total charge   0

---

Record 2
# C24H22FLaO

C24H22FLaO as an isolated structure at a distorted geometry (ωB97M-V/def2-TZVPD, the OMol25 dataset).

Element x y z (Å)
C 1.261 0.386 2.788
C 0.790 1.598 2.240
C -0.610 1.464 2.009
H 1.419 2.472 2.074
C -0.998 0.144 2.418
C 0.175 -0.524 2.895
H 0.250 -1.510 3.354
H 2.263 0.251 3.193
H -1.222 2.208 1.500
H -1.987 -0.309 2.293
C 2.413 -0.279 -1.551
C 3.136 -0.082 -0.346
C 2.972 -1.233 0.461
H 3.792 0.749 -0.084
C 2.144 -2.166 -0.227
C 1.797 -1.573 -1.487
H 1.102 -2.003 -2.217
H 2.285 0.472 -2.326
H 3.517 -1.410 1.385
H 1.893 -3.173 0.124
La 0.372 -0.148 0.200
O -2.405 -0.549 -1.254
C -3.247 0.594 -1.485
C -3.991 -0.687 -1.246
H -3.219 1.338 -0.663
H -3.292 0.972 -2.521
H -4.386 -0.796 -0.223
H -6.558 -1.532 -1.236
C -6.067 -1.761 -2.173
C -4.705 -1.401 -2.329
C -4.117 -1.648 -3.582
H -3.081 -1.353 -3.752
C -4.839 -2.266 -4.593
H -4.349 -2.472 -5.534
C -6.172 -2.629 -4.417
H -6.720 -3.112 -5.218
C -6.781 -2.361 -3.198
H -7.817 -2.627 -3.053
F 6.943 3.764 3.400
C 5.876 3.034 2.918
C 5.721 1.713 3.323
C 4.617 0.979 2.835
C 3.781 1.640 1.965
C 3.882 2.904 1.562
C 4.983 3.671 2.038
H 6.441 1.274 4.009
H 4.439 -0.047 3.102
H 3.148 3.332 0.876
H 5.147 4.695 1.753

Frontier orbital gap (alpha / beta)   5.34 / 3.47 eV
Relative energy (zero: lowest compared OMol25 entry of this formula, charge and spin)   1.140 eV
Total charge   0

---

Record 3
# C22H29NO4

One molecule with the formula C22H29NO4 (ωB97M-V/def2-TZVPD, the OMol25 dataset).

Element x y z (Å)
C -4.106 -3.176 -0.129
C -2.809 -3.750 0.422
O -1.852 -2.725 0.697
C -1.120 -2.282 -0.325
O -1.210 -2.711 -1.447
C -0.097 -1.228 0.092
C -0.180 -0.056 -0.916
C -1.339 0.869 -0.664
C -2.646 0.446 -0.853
C -3.721 1.284 -0.608
C -3.499 2.584 -0.170
O -4.475 3.496 0.106
C -5.817 3.118 -0.072
C -2.186 3.023 0.004
C -1.125 2.177 -0.241
C 1.281 -1.927 -0.020
C 2.287 -1.338 0.983
N 1.995 0.045 1.249
C 2.681 1.111 0.777
O 2.332 2.258 1.009
C 3.905 0.836 -0.022
C 3.994 0.317 -1.240
C 5.403 0.304 -1.752
C 6.170 1.169 -0.736
C 5.245 1.296 0.487
C 0.749 0.256 1.960
C -0.306 -0.772 1.539
H -3.936 -2.753 -1.116
H -4.482 -2.399 0.532
H -4.848 -3.965 -0.211
H -2.976 -4.242 1.383
H -2.376 -4.459 -0.292
H 0.744 0.519 -0.881
H -0.273 -0.497 -1.913
H -2.835 -0.554 -1.210
H -4.722 0.912 -0.769
H -6.025 2.847 -1.113
H -6.091 2.283 0.582
H -6.408 3.992 0.196
H -2.024 4.038 0.332
H -0.118 2.545 -0.109
H 1.175 -2.996 0.178
H 1.648 -1.821 -1.041
H 3.304 -1.433 0.601
H 2.224 -1.880 1.933
H 3.181 -0.068 -1.831
H 5.780 -0.723 -1.778
H 5.468 0.701 -2.766
H 6.355 2.156 -1.160
H 7.131 0.731 -0.473
H 5.568 0.653 1.311
H 5.186 2.316 0.866
H 0.420 1.273 1.740
H 0.928 0.185 3.040
H -0.257 -1.649 2.187
H -1.299 -0.335 1.651

Frontier orbital gap   8.97 eV
Relative energy (zero: lowest compared OMol25 entry of this formula, charge and spin)   1.885 eV
SMILES   CCOC(=O)C1(Cc2ccc(OC)cc2)CCN(C(=O)C2=CCCC2)CC1
Total charge   0

---

Record 4
# CH6NO

A 2-piece molecular cluster, CH6NO overall at a distorted geometry (ωB97M-V/def2-TZVPD, the OMol25 dataset).

Element x y z (Å)
N 0.926 1.342 1.144
H 0.598 1.066 0.174
H 0.898 2.382 1.282
H 1.806 0.872 1.284
H 0.357 0.932 1.831
O -0.096 -0.574 -0.494
C -1.053 -1.186 -1.005
H -0.953 -2.085 -1.562
H -2.099 -0.848 -1.035

Frontier orbital gap   11.04 eV
Relative energy (zero: lowest compared OMol25 entry of this formula, charge and spin)   0.467 eV
Total charge   +1

---

Record 5
# C17H41BeCl2N2O3SSi

C17H41BeCl2N2O3SSi as an isolated structure (ωB97M-V/def2-TZVPD, the OMol25 dataset).

Element x y z (Å)
Be -1.102 1.931 1.116
N -2.216 0.708 1.484
C -3.537 0.758 0.813
C -3.391 1.018 -0.686
C -3.441 2.489 -1.106
C -2.172 3.296 -0.904
N -1.776 3.395 0.536
H -1.703 -0.156 1.238
H -2.325 0.667 2.496
H -4.128 1.546 1.285
H -4.061 -0.181 0.991
H -4.194 0.490 -1.201
H -2.463 0.554 -1.048
H -4.278 2.990 -0.606
H -3.666 2.536 -2.174
H -2.297 4.302 -1.307
H -1.334 2.828 -1.423
H -2.556 3.748 1.087
H -1.036 4.089 0.621
C 1.409 1.392 -2.738
C 0.486 0.182 -2.795
C 1.214 -1.036 -3.340
C -0.749 0.483 -3.631
O -0.008 -0.148 -1.471
Si 0.750 -0.250 -0.030
S 0.817 1.650 0.939
O -0.232 -1.191 0.902
C -0.682 -2.558 0.657
C -1.954 -2.496 -0.179
C -0.960 -3.136 2.035
C 0.389 -3.365 -0.056
O 2.245 -0.819 -0.241
C 3.418 -0.958 0.598
C 4.233 0.323 0.489
C 3.003 -1.226 2.038
C 4.194 -2.134 0.029
H 1.734 1.658 -3.744
H 2.295 1.178 -2.140
H 0.896 2.251 -2.303
H 1.584 -0.834 -4.345
H 0.538 -1.891 -3.391
H 2.061 -1.289 -2.701
H -0.469 0.708 -4.661
H -1.283 1.346 -3.230
H -1.423 -0.374 -3.636
H -2.758 -1.996 0.368
H -2.301 -3.505 -0.408
H -1.770 -1.971 -1.116
H -1.715 -2.547 2.556
H -0.051 -3.140 2.636
H -1.326 -4.160 1.950
H 0.600 -2.967 -1.049
H 0.045 -4.394 -0.166
H 1.314 -3.373 0.520
H 3.663 1.179 0.849
H 4.517 0.501 -0.549
H 5.143 0.242 1.084
H 2.409 -0.402 2.435
H 3.890 -1.337 2.663
H 2.419 -2.144 2.109
H 4.440 -1.951 -1.017
H 3.609 -3.052 0.093
H 5.122 -2.278 0.583
Cl 0.287 1.866 5.968
C 0.331 2.583 4.373
Cl -1.331 2.948 3.779
H 0.772 1.894 3.663
H 0.860 3.528 4.409

Frontier orbital gap   9.55 eV
Relative energy (zero: lowest compared OMol25 entry of this formula, charge and spin)   0.000 eV
Total charge   +1

---

Record 6
# C11H22O4

C11H22O4 as an isolated structure at a distorted geometry (ωB97M-V/def2-TZVPD, the OMol25 dataset).

Element x y z (Å)
C 3.383 0.637 1.700
C 3.054 -0.742 1.309
C 1.484 -1.044 1.191
C 1.295 -2.516 0.980
C -0.035 -2.732 0.821
C -0.669 -2.965 -0.437
C -0.513 -1.687 -1.139
C -1.334 -0.602 -0.889
O -2.458 -0.710 -0.444
O -0.664 0.637 -0.793
C -1.447 1.576 -0.308
H -1.972 1.314 0.443
H -0.362 2.515 0.056
C -2.199 2.417 -1.389
O -1.168 2.816 -2.547
H -0.660 2.043 -2.487
C -2.670 3.875 -0.770
O -1.747 4.659 -0.324
H -1.246 4.774 -1.282
H -3.457 3.484 0.092
H -3.280 4.146 -1.729
H -2.974 1.634 -1.613
H -1.055 -1.954 -2.356
H 0.386 -1.470 -1.272
H -0.223 -3.907 -1.308
H -1.855 -3.174 -0.536
H -0.323 -3.670 1.472
H -0.892 -2.134 1.321
H 1.800 -2.928 0.224
H 1.686 -3.128 1.884
H 1.111 -0.890 2.166
H 1.280 -0.486 0.434
H 3.509 -1.496 2.131
H 3.692 -1.103 0.436
H 4.587 0.763 1.716
H 2.839 0.810 2.545
H 3.097 1.242 0.700

Frontier orbital gap   10.09 eV
Relative energy (zero: lowest compared OMol25 entry of this formula, charge and spin)   10.906 eV
Total charge   0

---

Question: What is the formula in the second record?
Answer: C24H22FLaO